DFT (wB97M-V/def2-TZVPD) results for the molecule C4H5N3O.

Results
HOMO energy ... -0.3560 hartree
Total charge ... 0
E_LUMO ... -0.01410 hartree
Gap between HOMO and LUMO ... 0.34194 Ha
Calculated total energy ... -10741.9862 eV
SMILES ... Cc1ncnnc1O

Geometry (Å):
C (1.82, 0.81, -0.42)
C (0.40, 0.16, -0.51)
N (-0.50, 0.06, -1.45)
C (-1.78, -0.44, -1.13)
N (-2.16, -0.99, -0.06)
N (-1.27, -1.14, 1.09)
C (-0.28, -0.19, 0.79)
O (0.47, -0.17, 1.96)
H (2.06, 0.73, -1.47)
H (2.43, 0.25, 0.60)
H (1.37, 1.97, -0.01)
H (-2.66, -0.10, -1.82)
H (0.09, -0.97, 2.44)

***

DFT (wB97M-V/def2-TZVPD) results for the molecule C8H8.

Results
HOMO energy ... -0.2911 hartree
Total charge ... 0
E_LUMO ... 0.01444 hartree
Gap between HOMO and LUMO ... 0.30555 Ha
Calculated total energy ... -8419.9648 eV
SMILES ... C=C1C(C)=CC2=C[C@@H]12

Geometry (Å):
C (0.91, 1.83, -0.08)
C (0.08, 0.79, -0.08)
C (0.43, -0.66, -0.08)
C (1.88, -1.02, 0.13)
C (-0.59, -1.51, -0.24)
C (-1.79, -0.74, -0.17)
C (-2.47, 0.08, 0.60)
C (-1.53, 0.76, -0.34)
H (0.47, 2.85, 0.03)
H (1.97, 1.60, -0.10)
H (2.57, -0.35, -0.28)
H (1.96, -1.80, -0.52)
H (1.87, -1.28, 1.19)
H (-0.68, -2.54, -0.17)
H (-3.35, 0.48, 1.19)
H (-1.72, 1.53, -1.06)

***

DFT (wB97M-V/def2-TZVPD) results for a structure of composition C32H27CoN8PS2SbSe4.

Results
HOMO energy (alpha / beta) ... -0.4568 / -0.4567 hartree
Total charge ... +2
E_LUMO (alpha / beta) ... -0.21980 / -0.28562 hartree
Gap between HOMO and LUMO (alpha / beta) ... 0.23696 / 0.17108 Ha
Calculated total energy ... -382041.2280 eV
Multiplicity ... 5

Geometry (Å):
Co (0.22, -0.18, 0.08)
C (-3.07, 2.62, 3.32)
N (-2.65, 1.64, 2.32)
C (-3.47, 0.89, 1.54)
C (-2.66, 0.15, 0.72)
N (-1.36, 0.45, 1.00)
C (-1.37, 1.35, 1.97)
P (0.14, 2.05, 2.72)
C (0.92, 2.42, 1.10)
N (0.83, 1.68, 0.00)
C (1.35, 2.43, -1.01)
C (1.76, 3.63, -0.52)
N (1.47, 3.62, 0.81)
C (1.74, 4.70, 1.75)
C (0.93, 0.43, 2.99)
N (1.32, -0.38, 2.01)
C (1.85, -1.48, 2.62)
C (1.79, -1.33, 3.98)
N (1.21, -0.11, 4.20)
C (0.85, 0.45, 5.49)
H (-4.15, 2.60, 3.39)
H (-2.75, 3.62, 3.02)
H (-2.65, 2.38, 4.29)
H (-4.54, 0.95, 1.61)
H (-2.95, -0.56, -0.03)
H (1.39, 2.08, -2.03)
H (2.20, 4.48, -1.01)
H (2.53, 5.33, 1.35)
H (2.08, 4.30, 2.70)
H (0.85, 5.30, 1.90)
H (2.27, -2.29, 2.05)
H (2.11, -1.98, 4.77)
H (1.46, -0.01, 6.27)
H (-0.20, 0.25, 5.72)
H (1.02, 1.52, 5.50)
S (4.36, 1.50, -3.55)
C (5.55, 1.55, -4.78)
C (5.81, 0.32, -5.28)
C (5.04, -0.70, -4.67)
C (4.20, -0.23, -3.70)
C (3.22, -0.97, -2.92)
C (2.56, -0.36, -1.84)
N (1.59, -0.93, -1.15)
C (1.27, -2.21, -1.45)
C (1.92, -2.94, -2.46)
C (1.54, -4.32, -2.66)
C (0.61, -4.91, -1.88)
C (-0.05, -4.18, -0.83)
C (-0.95, -4.74, 0.08)
C (-1.50, -3.97, 1.09)
C (-1.16, -2.60, 1.11)
N (-0.34, -2.03, 0.25)
C (0.25, -2.82, -0.67)
C (-2.39, -4.52, 2.10)
C (-2.93, -3.89, 3.20)
C (-3.74, -4.74, 3.99)
C (-3.81, -6.00, 3.48)
S (-2.90, -6.17, 2.05)
C (2.88, -2.28, -3.22)
H (5.98, 2.50, -5.05)
H (6.53, 0.14, -6.07)
H (5.14, -1.74, -4.93)
H (2.87, 0.63, -1.53)
H (2.05, -4.87, -3.44)
H (0.34, -5.95, -2.03)
H (-1.20, -5.79, 0.00)
H (-1.60, -1.96, 1.87)
H (-2.76, -2.85, 3.44)
H (-4.25, -4.43, 4.89)
H (-4.35, -6.85, 3.87)
H (3.35, -2.80, -4.05)
Se (-4.31, 2.28, -4.06)
Sb (-2.19, 2.46, -2.76)
Se (-2.52, 3.57, -0.59)
Se (-0.50, 3.73, -4.09)
Se (-1.23, 0.11, -2.45)

***

DFT (wB97M-V/def2-TZVPD) results for the molecule C7H6ClI2NO2.

Results
HOMO energy ... -0.3125 hartree
Total charge ... 0
E_LUMO ... -0.03338 hartree
Gap between HOMO and LUMO ... 0.27914 Ha
Calculated total energy ... -41663.3115 eV
SMILES ... CC(=O)O[C@@H]1C(I)=CN=C(Cl)[C@@H]1I

Geometry (Å):
C (-0.66, 2.22, -0.26)
C (-0.55, 0.76, -0.04)
O (-1.50, 0.02, -0.04)
O (0.69, 0.30, 0.13)
C (0.93, -1.12, 0.06)
C (0.04, -1.69, -0.95)
I (-0.04, -0.79, -2.83)
C (-0.60, -2.91, -0.77)
N (-0.28, -3.69, 0.27)
C (0.34, -3.19, 1.27)
Cl (0.72, -4.33, 2.51)
C (0.93, -1.82, 1.38)
I (-0.34, -0.81, 2.88)
H (-1.56, 2.56, 0.04)
H (-0.62, 2.35, -1.29)
H (0.09, 2.95, 0.11)
H (1.97, -1.17, -0.29)
H (-1.07, -3.32, -1.55)
H (1.85, -1.84, 1.95)

***

DFT (wB97M-V/def2-TZVPD) results for a cluster of 9 separate species, C13H44N10O13 in total.

Results
HOMO energy ... -0.3474 hartree
Total charge ... 0
E_LUMO ... 0.00696 hartree
Gap between HOMO and LUMO ... 0.35437 Ha
Calculated total energy ... -55709.5828 eV
SMILES ... NC(N)=O.NC(N)=O.NC(N)=O.NC(N)=O.NC(N)=O.OCCO.OCCO.OCCO.OCCO

Geometry (Å):
N (-0.04, 7.91, -2.37)
C (0.82, 8.87, -2.36)
N (1.81, 8.54, -1.67)
O (0.74, 9.82, -3.05)
H (-0.89, 8.16, -2.86)
H (-0.11, 7.04, -1.87)
H (2.63, 9.02, -2.00)
H (1.90, 7.68, -1.15)
N (-5.39, -4.35, 4.62)
C (-6.08, -3.48, 3.91)
N (-5.99, -2.34, 4.39)
O (-6.69, -3.78, 2.89)
H (-5.33, -5.35, 4.48)
H (-4.60, -4.14, 5.22)
H (-6.44, -1.61, 3.86)
H (-5.20, -2.16, 4.99)
N (-0.36, 0.94, -1.03)
C (-0.34, 1.40, 0.22)
N (-1.13, 0.57, 0.95)
O (0.33, 2.28, 0.72)
H (-0.74, 0.03, -1.22)
H (0.37, 1.36, -1.59)
H (-1.25, 0.98, 1.86)
H (-1.83, -0.02, 0.53)
N (-2.35, -8.33, -0.99)
C (-2.16, -7.76, 0.16)
N (-1.35, -6.73, 0.01)
O (-2.63, -8.08, 1.19)
H (-1.78, -7.87, -1.69)
H (-2.98, -9.11, -1.15)
H (-0.88, -6.53, -0.86)
H (-1.21, -6.12, 0.80)
N (3.92, -2.03, -10.15)
C (3.75, -1.62, -8.94)
N (3.75, -0.28, -8.93)
O (3.52, -2.35, -7.98)
H (4.31, -1.40, -10.84)
H (3.43, -2.87, -10.41)
H (3.63, 0.31, -8.12)
H (3.94, 0.15, -9.83)
O (-0.20, 6.25, 5.77)
C (-1.24, 7.30, 5.57)
C (-1.74, 7.75, 6.92)
O (-2.30, 6.72, 7.65)
H (0.10, 6.00, 4.90)
H (-0.79, 8.12, 5.02)
H (-2.03, 6.75, 5.05)
H (-2.48, 8.55, 6.90)
H (-0.87, 7.95, 7.54)
H (-2.20, 6.96, 8.57)
O (4.63, 2.38, -3.81)
C (5.51, 2.23, -2.71)
C (5.88, 0.76, -2.33)
O (6.21, 0.66, -1.03)
H (4.71, 3.20, -4.30)
H (6.49, 2.67, -2.90)
H (5.13, 2.76, -1.84)
H (6.62, 0.26, -2.96)
H (5.12, 0.00, -2.49)
H (6.85, -0.04, -1.05)
O (0.71, 0.05, 9.25)
C (-0.42, -0.16, 10.12)
C (-1.61, -0.37, 9.13)
O (-1.74, 0.76, 8.29)
H (0.22, 0.56, 8.60)
H (-0.40, -0.91, 10.91)
H (-0.71, 0.79, 10.57)
H (-2.43, -0.44, 9.84)
H (-1.58, -1.28, 8.53)
H (-1.99, 1.57, 8.75)
O (0.30, -8.00, -6.81)
C (-0.27, -6.94, -7.63)
C (-1.17, -5.86, -7.01)
O (-0.49, -5.06, -6.02)
H (0.84, -8.50, -7.43)
H (0.46, -6.57, -8.35)
H (-0.92, -7.49, -8.31)
H (-2.07, -6.15, -6.47)
H (-1.60, -5.18, -7.75)
H (0.35, -4.79, -6.41)

***

DFT (wB97M-V/def2-TZVPD) results for a structure of composition C20H15AuCl2O2PS.

Results
HOMO energy (alpha / beta) ... -0.4073 / -0.4592 hartree
Total charge ... +1
E_LUMO (alpha / beta) ... -0.11131 / -0.24826 hartree
Gap between HOMO and LUMO (alpha / beta) ... 0.29602 / 0.21098 Ha
Calculated total energy ... -73932.7453 eV
Multiplicity ... 3

Geometry (Å):
Au (-2.44, -0.73, -0.93)
O (-2.33, 1.91, -3.92)
C (-2.09, 0.88, -3.34)
O (-2.98, 0.18, -2.67)
C (-0.68, 0.26, -3.40)
P (-0.19, -0.19, -1.72)
C (1.05, -1.48, -1.68)
C (2.41, -1.18, -1.60)
C (3.34, -2.21, -1.64)
C (2.92, -3.53, -1.74)
C (1.56, -3.83, -1.82)
C (0.63, -2.81, -1.79)
C (0.37, 1.24, -0.82)
C (0.95, 1.08, 0.44)
C (1.26, 2.19, 1.20)
C (0.99, 3.46, 0.71)
C (0.41, 3.63, -0.54)
C (0.09, 2.52, -1.31)
H (0.03, 0.92, -3.90)
H (-0.75, -0.69, -3.95)
H (2.74, -0.15, -1.53)
H (4.40, -1.98, -1.58)
H (3.65, -4.32, -1.77)
H (1.24, -4.86, -1.91)
H (-0.43, -3.04, -1.84)
H (1.16, 0.08, 0.82)
H (1.73, 2.07, 2.17)
H (1.25, 4.33, 1.31)
H (0.21, 4.62, -0.91)
H (-0.37, 2.66, -2.28)
Cl (-2.73, 1.46, 1.04)
C (-2.11, 0.61, 2.40)
C (-1.85, 1.35, 3.52)
C (-1.40, 0.74, 4.69)
C (-1.21, -0.63, 4.74)
C (-1.47, -1.40, 3.62)
Cl (-1.22, -3.09, 3.73)
C (-1.91, -0.81, 2.39)
S (-2.13, -1.88, 1.09)
H (-2.02, 2.42, 3.50)
H (-1.21, 1.34, 5.57)
H (-0.88, -1.11, 5.65)

***

DFT (wB97M-V/def2-TZVPD) results for a structure of composition C12H22N3O5Pd.

Results
HOMO energy (alpha / beta) ... -0.4206 / -0.4527 hartree
Total charge ... +1
E_LUMO (alpha / beta) ... -0.10941 / -0.15835 hartree
Gap between HOMO and LUMO (alpha / beta) ... 0.31114 / 0.29436 Ha
Calculated total energy ... -30981.2636 eV
Multiplicity ... 3

Geometry (Å):
Pd (0.17, -1.28, 0.94)
O (1.17, -3.07, 1.90)
C (2.52, -3.07, 1.39)
C (3.02, -1.65, 1.45)
N (2.25, -0.75, 0.57)
C (2.33, 0.66, 1.01)
C (1.16, 1.08, 1.94)
O (0.94, 2.28, 2.02)
O (0.48, 0.15, 2.50)
C (2.45, -0.99, -0.88)
C (1.15, -1.44, -1.60)
O (0.91, -0.98, -2.71)
O (0.40, -2.27, -0.95)
H (0.75, -3.91, 1.67)
H (2.52, -3.45, 0.36)
H (3.15, -3.71, 2.01)
H (4.08, -1.61, 1.19)
H (2.89, -1.28, 2.47)
H (2.32, 1.31, 0.14)
H (3.28, 0.84, 1.53)
H (3.21, -1.76, -1.03)
H (2.82, -0.08, -1.36)
C (-1.48, 2.42, -1.42)
C (-0.47, 1.39, -0.87)
N (-1.18, 0.34, -0.12)
C (-2.04, -0.42, -1.05)
C (-2.99, 0.53, -1.79)
N (-2.86, 1.89, -1.17)
C (-3.11, 1.82, 0.31)
C (-2.00, 0.96, 0.94)
H (-1.37, 2.57, -2.50)
H (-1.41, 3.39, -0.92)
H (0.21, 1.90, -0.19)
H (0.08, 0.92, -1.68)
H (-2.61, -1.15, -0.47)
H (-1.41, -0.97, -1.75)
H (-4.04, 0.24, -1.71)
H (-2.74, 0.64, -2.85)
H (-3.54, 2.52, -1.60)
H (-4.11, 1.40, 0.44)
H (-3.11, 2.84, 0.69)
H (-2.44, 0.18, 1.56)
H (-1.35, 1.55, 1.58)

***

DFT (wB97M-V/def2-TZVPD) results for the ion CH3O4S with charge -1.

Results
HOMO energy ... -0.1264 hartree
Total charge ... -1
E_LUMO ... 0.14899 hartree
Gap between HOMO and LUMO ... 0.27542 Ha
Calculated total energy ... -20111.5030 eV

Geometry (Å):
C (0.60, -0.41, 0.38)
O (-1.01, 1.02, -0.88)
O (-2.13, -0.38, 0.81)
O (1.32, -0.70, -0.84)
O (0.87, 0.80, 0.82)
S (-1.27, -0.37, -0.35)
H (0.71, -1.20, 1.19)
H (0.73, -0.21, -1.45)
H (0.19, 1.45, 0.33)

***

Question: Which of these has the highest total charge?
Answer: C32H27CoN8PS2SbSe4